# 1
Here is a 2-piece molecular cluster, C6H10O overall from the OMol25 dataset. Energies are from ωB97M-V with the def2-TZVPD basis set.

The geometry in ORCA input format:
```
! RIJCOSX wB97M-V def2-TZVPD def2/J DEFGRID3
* xyz 0 1
H -0.18 0.44 -2.16
H -2.14 -0.58 -1.27
H 2.18 0.76 1.43
C 0.65 -0.75 -0.51
C -1.36 -0.82 0.74
H 2.61 1.81 0.12
H -2.19 0.93 -0.36
H 0.22 1.63 0.34
O 0.29 1.62 -0.62
C -0.20 0.36 -1.07
H -2.07 -1.64 0.84
H 0.51 -2.06 1.19
H 1.66 -0.94 -0.85
C 2.75 0.76 0.47
H -1.44 -0.23 1.67
C 0.05 -1.32 0.54
C -1.60 0.03 -0.53
*
```

The value obtained for the strongest force on any atom is 0.316 eV Å⁻¹. The calculation puts the energy above the lowest of the compared OMol25 structures with the same formula, charge and spin at 114.1 kcal/mol. The total energy comes out at -8426.292 eV.

# 2
Here is C6H10O as an isolated structure from the OMol25 dataset. Energies are from ωB97M-V with the def2-TZVPD basis set.

The geometry in ORCA input format:
```
! RIJCOSX wB97M-V def2-TZVPD def2/J DEFGRID3
* xyz 0 1
H 3.06 -0.73 0.27
H 1.65 -1.51 -0.42
C -1.66 1.18 -0.58
H -0.91 -0.30 1.66
H -2.21 1.98 -1.06
C -0.21 1.24 -0.18
H 0.01 2.15 0.38
H -0.65 -1.98 -0.56
H 1.11 -0.25 1.62
C 2.09 -0.53 -0.23
C 1.41 0.36 0.76
H 0.42 1.20 -1.06
H 2.32 -0.03 -1.18
C -0.87 -0.48 0.59
C -2.07 -0.01 -0.16
O -0.47 -1.77 0.37
H -3.02 -0.53 -0.23
*
```

The value obtained for the strongest force on any atom is 0.345 eV Å⁻¹. The calculation puts the energy above the lowest of the compared OMol25 structures with the same formula, charge and spin at 156.1 kcal/mol. The total energy comes out at -8424.472 eV.

# 3
Here is a single C6H10O molecule in a non-equilibrium geometry from the OMol25 dataset. Energies are from ωB97M-V with the def2-TZVPD basis set.

The geometry in ORCA input format:
```
! RIJCOSX wB97M-V def2-TZVPD def2/J DEFGRID3
* xyz 0 1
H 0.10 -2.23 0.42
C -1.31 0.53 0.29
H 0.90 -2.14 -1.14
C 0.04 0.65 -0.19
O 2.26 0.08 0.20
C -2.21 -0.54 0.11
H 2.36 0.96 0.43
C 1.02 -0.33 0.10
H -2.32 -0.83 -0.94
C 0.38 2.13 -0.21
H 1.23 2.33 0.48
H -0.48 2.65 0.27
H -3.20 -0.30 0.48
H 0.42 2.58 -1.19
H 1.79 -2.35 0.26
C 0.90 -1.86 -0.08
H -1.88 -1.34 0.72
*
```

The value obtained for the strongest force on any atom is 3.788 eV Å⁻¹. The calculation puts the energy above the lowest of the compared OMol25 structures with the same formula, charge and spin at 104.9 kcal/mol. The total energy comes out at -8426.692 eV.

# 4
Here is a single C6H10O molecule from the OMol25 dataset. Energies are from ωB97M-V with the def2-TZVPD basis set.

The geometry in ORCA input format:
```
! RIJCOSX wB97M-V def2-TZVPD def2/J DEFGRID3
* xyz 0 1
H -3.03 -0.32 -0.30
C 2.36 -0.90 0.70
H 3.24 -1.56 0.52
H -2.11 -0.09 1.20
H -1.53 -1.19 -0.06
C 1.03 0.48 -0.88
C 0.15 1.21 0.06
H 0.44 -1.41 0.04
H 0.34 2.28 0.00
H -1.86 1.85 -0.39
C 1.32 -0.92 -0.43
O 2.27 -0.25 1.71
C -1.28 0.94 -0.53
H -1.21 0.79 -1.62
H 0.18 0.89 1.11
C -2.02 -0.23 0.11
H 1.69 -1.56 -1.23
*
```

The value obtained for the strongest force on any atom is 0.600 eV Å⁻¹. The calculation puts the energy above the lowest of the compared OMol25 structures with the same formula, charge and spin at 86.4 kcal/mol. The total energy comes out at -8427.495 eV.

# 5
Here is C6H10O as an isolated structure from the OMol25 dataset. Energies are from ωB97M-V with the def2-TZVPD basis set.

The geometry in ORCA input format:
```
! RIJCOSX wB97M-V def2-TZVPD def2/J DEFGRID3
* xyz 0 1
C 0.71 0.18 -0.27
H -2.05 0.74 -1.19
H -0.81 -1.31 1.58
H -1.34 -1.67 -1.38
C -1.04 -1.07 -0.52
O 0.50 -0.39 -1.40
H -0.32 2.05 -0.15
H -2.47 0.21 0.46
C -1.66 0.29 -0.28
C 2.12 0.61 0.04
C -0.34 -1.54 0.62
H 0.15 -2.51 0.56
H 2.24 1.64 -0.34
C -0.43 1.04 0.27
H 2.83 -0.03 -0.48
H 2.33 0.63 1.11
H -0.42 1.13 1.36
*
```

The value obtained for the strongest force on any atom is 0.407 eV Å⁻¹. The calculation puts the energy above the lowest of the compared OMol25 structures with the same formula, charge and spin at 73.6 kcal/mol. The total energy comes out at -8428.051 eV.

# 6
Here is C6H10O as an isolated structure in a non-equilibrium geometry from the OMol25 dataset. Energies are from ωB97M-V with the def2-TZVPD basis set.

The geometry in ORCA input format:
```
! RIJCOSX wB97M-V def2-TZVPD def2/J DEFGRID3
* xyz 0 1
C -0.27 2.01 -0.63
H -0.63 -0.53 -2.09
H -0.39 -0.02 2.49
H 1.13 -2.13 0.95
C 0.99 -1.04 0.97
C -0.32 -0.51 1.54
C 0.78 -0.39 -0.39
H -1.08 2.67 -0.30
C -0.21 0.65 0.18
H -0.51 1.76 -1.69
H 1.67 -0.19 -1.00
C -0.49 -0.90 -1.08
H -1.10 -1.33 1.53
H 0.66 2.61 -0.68
O -1.37 -0.12 -0.29
H 1.80 -0.55 1.51
H -0.68 -1.98 -1.01
*
```

The value obtained for the strongest force on any atom is 2.398 eV Å⁻¹. The calculation puts the energy above the lowest of the compared OMol25 structures with the same formula, charge and spin at 97.4 kcal/mol. The total energy comes out at -8427.017 eV.

# 7
Here is C6H10O as an isolated structure from the OMol25 dataset. Energies are from ωB97M-V with the def2-TZVPD basis set.

The geometry in ORCA input format:
```
! RIJCOSX wB97M-V def2-TZVPD def2/J DEFGRID3
* xyz 0 1
C 0.35 0.19 -1.01
H 0.75 -1.82 -1.08
O 2.91 -0.01 0.49
H -0.38 1.39 1.43
H 0.42 -1.40 0.60
C -0.96 0.64 -0.55
C 2.39 -0.98 -0.03
H -2.36 -1.02 -0.51
H -1.54 -0.77 1.04
H -2.83 0.32 0.54
H -1.49 1.26 -1.29
C 0.91 -1.04 -0.33
H 2.98 -1.89 -0.29
H -0.11 2.59 0.09
C -0.07 1.54 0.39
H 1.01 1.26 0.34
C -1.97 -0.25 0.17
*
```

The value obtained for the strongest force on any atom is 0.772 eV Å⁻¹. The calculation puts the energy above the lowest of the compared OMol25 structures with the same formula, charge and spin at 84.7 kcal/mol. The total energy comes out at -8427.569 eV.

# 8
Here is a 2-piece molecular cluster, C6H10O overall in a non-equilibrium geometry from the OMol25 dataset. Energies are from ωB97M-V with the def2-TZVPD basis set.

The geometry in ORCA input format:
```
! RIJCOSX wB97M-V def2-TZVPD def2/J DEFGRID3
* xyz 0 1
H 0.04 -2.23 -1.47
H -0.14 0.43 -0.83
H 1.25 1.73 3.05
C -1.04 -2.24 -1.33
O 1.59 1.75 -2.08
C -0.87 -0.83 0.68
C 0.76 1.00 2.41
H 1.42 2.70 -2.19
C 0.56 1.13 1.12
C -0.15 0.20 0.22
H -0.98 -0.98 1.74
H 0.47 0.09 2.93
H -2.64 -1.68 -0.14
C -1.57 -1.73 -0.25
H 2.55 1.71 -2.24
H -1.48 -2.88 -2.09
H 0.96 2.00 0.61
*
```

The value obtained for the strongest force on any atom is 2.023 eV Å⁻¹. The calculation puts the energy above the lowest of the compared OMol25 structures with the same formula, charge and spin at 41.8 kcal/mol. The total energy comes out at -8429.428 eV. Its SMILES is C=C/C=C/C=C.O.

# 9
Here is a single C6H10O molecule from the OMol25 dataset. Energies are from ωB97M-V with the def2-TZVPD basis set.

The geometry in ORCA input format:
```
! RIJCOSX wB97M-V def2-TZVPD def2/J DEFGRID3
* xyz 0 1
H -1.53 1.30 -0.33
H 0.00 -2.09 1.55
H 1.39 -1.78 0.51
C 0.17 0.65 -1.51
H 0.31 2.01 1.65
C 0.56 -0.04 1.48
C 0.40 -1.38 0.81
C -0.54 -1.39 -0.39
H -1.51 -0.96 -0.09
C 0.17 1.14 1.01
H 1.02 -0.07 2.47
C -0.44 1.43 -0.35
O -0.04 -0.76 -1.55
H -0.72 -2.42 -0.70
H -0.27 2.49 -0.58
H -0.24 1.04 -2.45
H 1.26 0.83 -1.52
*
```

The value obtained for the strongest force on any atom is 0.315 eV Å⁻¹. The calculation puts the energy above the lowest of the compared OMol25 structures with the same formula, charge and spin at 15.3 kcal/mol. The total energy comes out at -8430.575 eV. Its SMILES is C1=CCCOCC1.

# 10
Here is a 3-piece molecular cluster, C6H10O overall from the OMol25 dataset. Energies are from ωB97M-V with the def2-TZVPD basis set.

The geometry in ORCA input format:
```
! RIJCOSX wB97M-V def2-TZVPD def2/J DEFGRID3
* xyz 0 1
O 0.80 1.55 1.80
H 1.09 0.98 -1.46
H -0.25 -1.71 -2.00
H 1.33 1.82 1.04
H -1.87 0.97 -0.13
H 0.17 -2.92 -0.06
H -0.11 -1.22 2.50
H 1.45 -1.42 -1.36
H -1.00 0.69 2.14
H -0.56 0.70 -2.21
H -0.53 2.20 -0.42
C 0.24 0.31 -1.60
C -0.04 -1.28 1.43
C 0.08 -1.95 0.40
C -0.36 1.02 1.33
C -0.86 1.31 0.09
C 0.44 -1.04 -1.49
*
```

The value obtained for the strongest force on any atom is 0.614 eV Å⁻¹. The calculation puts the energy above the lowest of the compared OMol25 structures with the same formula, charge and spin at 136.5 kcal/mol. The total energy comes out at -8425.320 eV. Its SMILES is C=CO.C#C.C=C.

# 11
Here is a single C6H10O molecule from the OMol25 dataset. Energies are from ωB97M-V with the def2-TZVPD basis set.

The geometry in ORCA input format:
```
! RIJCOSX wB97M-V def2-TZVPD def2/J DEFGRID3
* xyz 0 1
H -1.31 -0.45 -1.97
C 0.92 0.19 0.12
C 0.09 -0.84 0.31
H 2.79 0.71 1.05
H -1.76 -1.92 0.20
H -0.02 1.71 1.53
H 2.91 0.43 -0.68
H -2.92 -0.42 -1.32
H 2.79 -0.93 0.45
C -1.42 -0.87 0.19
C -1.89 -0.16 -1.08
H 0.54 -1.82 0.46
H -1.91 -0.47 1.10
O 0.01 2.25 0.71
H -1.77 0.94 -1.03
C 2.42 0.08 0.23
C 0.52 1.57 -0.29
*
```

The value obtained for the strongest force on any atom is 0.480 eV Å⁻¹. The calculation puts the energy above the lowest of the compared OMol25 structures with the same formula, charge and spin at 66.0 kcal/mol. The total energy comes out at -8428.376 eV.

# 12
Here is a single C6H10O molecule from the OMol25 dataset. Energies are from ωB97M-V with the def2-TZVPD basis set.

The geometry in ORCA input format:
```
! RIJCOSX wB97M-V def2-TZVPD def2/J DEFGRID3
* xyz 0 1
C -0.87 -0.04 -0.61
C 0.44 -0.81 -0.52
C 0.87 1.53 -0.31
H 1.19 2.02 -1.25
C -1.95 -0.44 0.40
H 1.58 -1.59 1.21
H -2.11 -1.53 0.43
O -0.53 1.32 -0.31
H 0.64 -1.66 -1.17
H -1.28 -0.12 -1.63
H -1.67 -0.12 1.41
C 0.99 -0.75 0.87
H 1.10 2.21 0.52
H 0.33 -0.32 1.61
H -2.89 0.05 0.17
C 1.52 0.17 -0.19
H 2.55 0.05 -0.51
*
```

The value obtained for the strongest force on any atom is 0.357 eV Å⁻¹. The calculation puts the energy above the lowest of the compared OMol25 structures with the same formula, charge and spin at 17.3 kcal/mol. The total energy comes out at -8430.491 eV. Its SMILES is C[C@H]1OC[C@H]2C[C@H]21.